Entry 1:
{"formula": "C29H80O11", "method": "ωB97M-V/def2-TZVPD", "multiplicity": 1, "total_energy_ev": -53887.02909, "e_above_lowest_ev": 5.9114, "e_lumo_ha": 0.008, "smiles": "CC(C)O.CC(C)O.CC(C)O.CC(C)O.CC(C)O.CC(C)O.CC(C)O.CC(C)O.CC(C)O.CO.CO", "max_force_ev_per_a": 3.9, "species": ["C", "C", "C", "O", "H", "H", "H", "H", "H", "H", "H", "H", "C", "C", "C", "O", "H", "H", "H", "H", "H", "H", "H", "H", "C", "C", "C", "O", "H", "H", "H", "H", "H", "H", "H", "H", "C", "C", "C", "O", "H", "H", "H", "H", "H", "H", "H", "H", "C", "C", "C", "O", "H", "H", "H", "H", "H", "H", "H", "H", "C", "C", "C", "O", "H", "H", "H", "H", "H", "H", "H", "H", "C", "C", "C", "O", "H", "H", "H", "H", "H", "H", "H", "H", "C", "C", "C", "O", "H", "H", "H", "H", "H", "H", "H", "H", "C", "C", "C", "O", "H", "H", "H", "H", "H", "H", "H", "H", "C", "O", "H", "H", "H", "H", "C", "O", "H", "H", "H", "H"], "xyz": [[25.774, -7.123, 14.407], [25.589, -5.626, 14.269], [25.631, -4.996, 12.880], [24.178, -5.405, 14.596], [25.883, -7.478, 15.432], [26.756, -7.337, 13.985], [25.100, -7.804, 13.886], [26.111, -5.016, 15.007], [25.685, -3.908, 12.904], [24.812, -5.204, 12.193], [26.538, -5.453, 12.484], [24.117, -4.449, 14.667], [24.914, 5.337, 17.034], [24.119, 6.189, 16.090], [23.317, 7.231, 16.858], [25.104, 6.620, 15.123], [24.460, 5.118, 18.001], [25.866, 5.791, 17.305], [25.185, 4.353, 16.650], [23.373, 5.512, 15.673], [22.861, 6.733, 17.714], [22.547, 7.394, 16.105], [23.825, 8.160, 17.115], [25.262, 5.870, 14.544], [15.634, 5.825, 12.719], [16.282, 6.787, 11.728], [16.265, 8.233, 12.304], [17.650, 6.471, 11.583], [16.234, 5.659, 13.614], [15.473, 4.814, 12.343], [14.638, 6.197, 12.958], [15.726, 6.736, 10.792], [16.886, 8.409, 13.182], [15.232, 8.580, 12.330], [16.682, 8.854, 11.511], [17.911, 6.761, 10.706], [31.087, -0.380, -0.262], [30.686, 0.100, 1.142], [29.194, 0.331, 1.328], [31.173, -0.837, 2.105], [30.222, -0.979, -0.545], [31.980, -0.989, -0.119], [31.404, 0.393, -0.963], [31.214, 1.022, 1.385], [28.574, -0.391, 0.796], [28.874, 1.339, 1.065], [29.035, 0.344, 2.406], [31.207, -0.304, 2.903], [18.195, 10.297, 4.816], [19.658, 10.419, 5.353], [19.795, 11.638, 6.276], [19.775, 9.286, 6.197], [17.931, 9.366, 4.316], [17.905, 11.132, 4.178], [17.467, 10.354, 5.626], [20.350, 10.516, 4.516], [20.770, 11.512, 6.748], [19.044, 11.613, 7.066], [19.692, 12.604, 5.782], [19.568, 8.548, 5.619], [18.299, 2.043, 5.358], [18.491, 2.248, 3.808], [17.199, 2.488, 3.048], [19.281, 3.484, 3.723], [19.229, 2.047, 5.928], [17.851, 1.072, 5.571], [17.638, 2.807, 5.766], [19.203, 1.462, 3.555], [16.541, 1.620, 3.047], [17.434, 2.776, 2.023], [16.714, 3.417, 3.349], [19.431, 3.552, 2.777], [21.880, -4.660, 3.018], [22.367, -4.869, 4.447], [23.911, -4.608, 4.503], [21.739, -3.940, 5.276], [22.311, -5.349, 2.292], [21.881, -3.656, 2.594], [20.824, -4.878, 3.182], [22.180, -5.875, 4.822], [24.188, -4.840, 5.531], [24.124, -3.554, 4.323], [24.563, -5.057, 3.754], [21.975, -3.108, 4.858], [29.982, 13.015, 6.460], [29.398, 12.010, 5.530], [28.427, 11.024, 6.252], [28.786, 12.660, 4.388], [29.199, 13.719, 6.741], [30.818, 13.482, 5.939], [30.377, 12.568, 7.373], [30.264, 11.447, 5.182], [29.101, 10.407, 6.847], [27.817, 10.333, 5.671], [27.710, 11.474, 6.939], [28.501, 12.023, 3.729], [31.972, 2.251, 10.028], [32.519, 1.078, 9.250], [33.005, -0.052, 10.151], [31.540, 0.642, 8.345], [31.478, 3.000, 9.408], [32.853, 2.791, 10.374], [31.364, 2.011, 10.901], [33.426, 1.421, 8.752], [33.588, 0.459, 10.917], [33.655, -0.675, 9.538], [32.272, -0.807, 10.436], [30.705, 0.760, 8.804], [19.338, -0.018, 14.196], [20.136, 0.575, 13.194], [19.241, 0.761, 14.952], [18.384, -0.392, 13.825], [19.863, -0.890, 14.586], [19.630, 1.292, 12.804], [25.000, 3.149, 8.464], [25.121, 2.821, 9.799], [24.967, 2.305, 7.774], [24.038, 3.609, 8.239], [25.784, 3.793, 8.065], [24.288, 2.470, 10.121]], "forces_ev_per_angstrom": [[1.8, -0.1, -0.3], [-3.9, 0.5, -0.2], [1.9, -0.8, -0.3], [-0.1, 0.0, 1.1], [-0.4, 0.4, 0.2], [0.3, -0.2, -0.2], [-0.4, 0.7, -0.1], [0.8, -0.5, -0.2], [0.4, 0.0, 0.2], [-0.2, -0.6, 0.5], [0.3, 0.7, -0.9], [-0.5, 0.1, 0.1], [1.0, -1.0, 1.5], [1.4, -1.4, 1.2], [-0.2, 0.0, -1.8], [-1.3, 0.8, 0.0], [-0.5, 0.1, 0.0], [0.0, 0.4, -0.2], [-0.1, 0.0, -0.4], [-0.1, 0.2, -0.7], [0.1, 0.2, 0.0], [-0.5, 1.0, 0.5], [0.1, -0.2, 0.0], [0.0, 0.0, -0.1], [-0.2, -0.5, -0.2], [0.1, 0.8, 2.1], [-0.6, -0.2, -1.9], [0.3, -0.8, -0.6], [0.0, 0.5, 0.1], [0.1, 0.0, -0.5], [0.1, 0.1, 0.3], [0.1, 0.1, -0.2], [-0.4, -0.4, 0.2], [-0.1, 0.1, 0.8], [0.3, 0.2, 0.0], [0.3, 0.0, 0.0], [0.0, -0.3, 1.2], [0.6, 0.8, -0.4], [0.2, 0.6, 0.4], [-0.1, -0.1, -0.1], [0.4, -0.1, -0.9], [-0.2, -0.3, -0.1], [-0.7, 0.1, 0.0], [0.0, 0.4, -0.3], [0.0, -0.1, 0.3], [0.2, 0.0, -0.6], [-0.4, -0.5, 0.1], [0.1, -0.4, 0.4], [-0.1, 1.0, 0.0], [-3.0, 0.7, 0.5], [0.2, -0.6, -0.1], [1.1, -0.2, -0.3], [0.5, -0.1, -0.3], [0.2, 0.0, -0.4], [0.3, 0.0, 0.5], [0.4, -0.5, 0.1], [0.1, 0.5, 0.1], [-0.1, -0.2, 0.0], [0.3, -0.1, -0.2], [0.1, -0.4, 0.2], [-0.5, -0.1, -0.8], [0.9, 1.5, 2.9], [0.6, -0.2, -0.6], [-0.5, -0.8, -0.2], [0.2, 0.2, -0.4], [-0.2, -0.1, -0.2], [0.0, 0.1, 0.0], [-0.7, -0.4, -0.9], [-0.1, 0.2, 0.0], [0.2, -0.6, -0.4], [-0.1, -0.3, 0.9], [0.3, 0.5, -0.1], [-1.5, -1.1, 0.4], [2.9, 0.7, -1.6], [-0.6, 0.2, 0.6], [-0.4, 0.2, 0.6], [0.0, 0.0, 0.1], [0.6, 0.2, 0.5], [-0.4, -0.2, -0.9], [-0.3, 0.1, -0.1], [0.6, 0.0, -0.2], [-0.3, 0.4, 0.2], [-0.4, -0.8, 0.2], [-0.2, 0.5, 0.3], [-0.2, 0.7, 0.0], [-1.2, -1.5, -0.8], [0.7, 0.1, 0.3], [0.4, 0.5, 0.9], [0.2, 0.3, 0.0], [-0.2, 0.5, 0.2], [-0.1, -0.2, -0.1], [-0.1, -0.5, -0.3], [-0.2, -0.2, 0.3], [0.3, 0.2, -0.7], [0.2, 0.5, 0.0], [0.1, -0.3, 0.2], [1.0, 1.0, 0.4], [-0.5, -0.1, 0.9], [0.6, -0.1, -1.0], [-0.1, -0.4, -0.9], [-0.3, -0.3, -0.2], [0.0, 0.1, 0.5], [-0.1, -0.2, -0.1], [-0.3, 0.0, -0.7], [-0.1, -0.7, 0.5], [0.5, 0.1, 0.1], [-0.4, 0.7, 0.7], [-0.2, -0.1, -0.2], [0.3, 0.2, 0.2], [0.3, -0.3, -0.8], [-0.6, -0.5, 0.5], [-0.2, 0.3, 0.0], [0.2, 0.2, 0.1], [0.0, 0.0, -0.1], [-1.1, 0.1, -1.9], [0.6, -0.1, 0.9], [0.4, -0.6, 0.2], [-0.1, 0.6, 0.2], [0.2, 0.1, 0.7], [0.0, 0.0, -0.1]]}

Entry 2:
{"formula": "C21H31O4Tl", "method": "ωB97M-V/def2-TZVPD", "multiplicity": 1, "total_energy_ev": -35157.05886, "e_above_lowest_ev": 0.7684, "e_lumo_ha": -0.036, "max_force_ev_per_a": 2.4, "species": ["O", "C", "C", "H", "H", "C", "H", "H", "C", "H", "H", "H", "C", "H", "H", "H", "Tl", "C", "C", "C", "H", "C", "C", "H", "H", "H", "H", "C", "C", "C", "H", "C", "C", "H", "H", "H", "H", "O", "C", "C", "H", "H", "C", "H", "H", "C", "H", "H", "H", "H", "C", "O", "C", "O", "H", "H", "H"], "xyz": [[-0.786, -0.518, -2.789], [-1.183, 0.673, -3.562], [-0.597, 0.152, -4.867], [-0.698, 1.574, -3.163], [-2.278, 0.754, -3.568], [-0.361, -1.148, -4.073], [0.315, 0.697, -5.161], [-1.341, 0.092, -5.674], [1.060, -1.635, -3.921], [1.731, -0.827, -3.603], [1.436, -2.041, -4.868], [1.073, -2.453, -3.186], [-1.344, -2.268, -4.412], [-2.353, -1.862, -4.584], [-1.381, -2.983, -3.573], [-1.023, -2.804, -5.316], [-1.106, -1.139, -0.591], [-2.886, -1.089, 4.593], [-2.567, 0.280, 4.371], [-3.075, 0.649, 3.091], [-2.028, 0.924, 5.055], [-3.674, -0.512, 2.503], [-3.549, -1.586, 3.433], [-3.898, -2.609, 3.286], [-2.661, -1.653, 5.496], [-3.035, 1.640, 2.649], [-4.160, -0.550, 1.529], [0.308, -1.834, 4.209], [-0.132, -2.947, 3.535], [0.580, -3.030, 2.267], [-0.887, -3.659, 3.868], [1.445, -1.980, 2.169], [1.448, -1.201, 3.467], [2.387, -1.202, 4.054], [-0.007, -1.458, 5.175], [0.440, -3.834, 1.542], [2.100, -1.688, 1.339], [2.247, 1.714, -2.989], [2.146, 1.216, -1.633], [1.115, 2.052, -0.855], [3.136, 1.342, -1.153], [1.877, 0.141, -1.633], [0.867, 3.296, -1.746], [1.523, 2.332, 0.123], [0.186, 1.495, -0.654], [1.837, 3.107, -2.932], [1.084, 4.224, -1.208], [-0.175, 3.336, -2.089], [2.749, 3.711, -2.758], [1.402, 3.392, -3.902], [2.296, 2.224, 3.332], [2.291, 0.907, 2.723], [1.157, 0.232, 3.086], [0.049, 0.730, 3.096], [2.486, 2.123, 4.418], [1.318, 2.710, 3.198], [3.093, 2.790, 2.857]], "forces_ev_per_angstrom": [[0.1, 0.9, -2.2], [-0.3, 0.6, 0.4], [0.0, 0.1, 0.3], [-0.3, -0.3, 0.0], [0.3, 0.2, 0.1], [0.1, -0.8, -0.3], [-0.4, -0.4, 0.0], [0.5, -0.1, 0.1], [0.1, -0.2, -0.1], [-0.2, -0.2, -0.1], [-0.1, 0.1, 0.1], [0.1, 0.2, -0.1], [0.1, 0.1, 0.1], [0.3, -0.2, 0.1], [0.0, 0.2, -0.3], [-0.1, 0.2, 0.2], [-0.3, -0.4, 2.1], [-0.2, 0.3, -0.9], [-0.8, -0.4, -0.8], [0.2, -0.7, 0.5], [-0.1, 0.0, 0.0], [0.6, 0.1, 0.3], [0.4, 0.3, 0.3], [0.0, 0.3, 0.1], [0.0, 0.0, -0.2], [0.0, -0.1, 0.0], [-0.1, 0.0, 0.2], [-0.1, -1.6, -0.1], [0.4, 1.2, 1.1], [0.7, 0.8, -0.2], [0.2, 0.4, -0.1], [0.6, -0.9, -0.3], [-1.0, 0.2, -0.6], [-0.3, -0.3, -0.5], [-0.2, -0.2, -0.2], [0.0, 0.4, 0.1], [-0.2, -0.4, 0.3], [-1.3, 0.3, 0.9], [0.5, 0.0, 0.2], [0.0, 0.1, -0.1], [-0.3, -0.2, -0.2], [0.3, 0.5, -0.3], [0.0, -0.4, -0.2], [-0.2, -0.1, -0.2], [0.2, 0.2, -0.1], [0.6, 0.0, 0.1], [-0.1, -0.2, -0.2], [0.3, 0.1, 0.1], [-0.3, -0.1, -0.2], [0.2, -0.2, 0.3], [-0.3, 0.1, 0.0], [-0.1, 0.5, 0.6], [-1.7, 0.5, 0.2], [1.9, -0.4, -0.2], [0.0, 0.0, -0.5], [0.4, -0.1, -0.1], [0.0, 0.0, 0.0]]}

Entry 3:
{"formula": "C6H11N", "method": "ωB97M-V/def2-TZVPD", "multiplicity": 1, "total_energy_ev": -7885.35091, "e_above_lowest_ev": 5.1805, "e_lumo_ha": 0.027, "max_force_ev_per_a": 1.1, "species": ["C", "C", "C", "C", "C", "C", "N", "H", "H", "H", "H", "H", "H", "H", "H", "H", "H", "H"], "xyz": [[2.032, -0.699, 0.088], [0.266, 0.370, 0.533], [0.340, 1.729, 0.108], [-0.712, -0.597, -0.123], [-2.127, -0.291, 0.392], [-0.662, -0.487, -1.590], [-0.635, -0.394, -2.742], [1.913, -1.524, 0.796], [2.976, -0.180, 0.303], [2.025, -1.066, -0.942], [0.391, 0.194, 1.599], [1.368, 0.693, -0.021], [0.674, 2.492, 0.799], [0.035, 2.000, -0.897], [-0.436, -1.624, 0.136], [-2.851, -0.981, -0.049], [-2.159, -0.408, 1.481], [-2.411, 0.734, 0.144]], "forces_ev_per_angstrom": [[0.2, -0.2, 0.0], [-0.1, 0.0, 0.1], [-0.1, 0.2, 0.0], [0.1, 0.0, 0.0], [-0.1, 0.0, 0.0], [0.0, 0.1, -1.0], [0.0, -0.1, 1.1], [0.0, 0.1, -0.1], [-0.2, 0.0, 0.0], [0.0, 0.1, 0.1], [0.0, 0.0, -0.2], [0.2, -0.1, 0.0], [0.0, -0.1, -0.1], [0.0, -0.1, 0.2], [0.0, 0.1, -0.1], [0.1, 0.1, 0.0], [0.0, 0.0, -0.2], [0.0, -0.2, 0.0]]}

Entry 4:
{"formula": "C25H28N2O6", "method": "ωB97M-V/def2-TZVPD", "multiplicity": 1, "total_energy_ev": -41644.74271, "e_above_lowest_ev": 1.9648, "e_lumo_ha": 0.015, "smiles": "COc1ccc([C@@H]2[C@@H](C(=O)NC[C@@H]3CCCO3)CCC(=O)N2c2ccc3c(c2)OCO3)cc1", "max_force_ev_per_a": 1.3, "species": ["C", "O", "C", "C", "C", "C", "C", "C", "C", "O", "N", "C", "C", "C", "C", "C", "O", "C", "C", "C", "O", "N", "C", "C", "C", "C", "C", "C", "O", "C", "O", "C", "C", "H", "H", "H", "H", "H", "H", "H", "H", "H", "H", "H", "H", "H", "H", "H", "H", "H", "H", "H", "H", "H", "H", "H", "H", "H", "H", "H", "H"], "xyz": [[-7.322, -1.118, -1.602], [-6.684, -0.184, -0.765], [-5.335, -0.257, -0.617], [-4.509, -1.187, -1.238], [-3.144, -1.165, -1.007], [-2.569, -0.234, -0.156], [-1.066, -0.191, 0.053], [-0.422, -1.573, 0.290], [1.090, -1.346, 0.454], [1.685, -1.545, 1.489], [1.697, -0.880, -0.661], [3.098, -0.537, -0.696], [3.935, -1.576, -1.471], [4.083, -2.886, -0.694], [5.285, -2.588, 0.204], [6.076, -1.543, -0.600], [5.251, -1.108, -1.673], [-0.999, -2.207, 1.558], [-1.564, -1.154, 2.518], [-0.841, 0.175, 2.450], [-0.520, 0.804, 3.433], [-0.662, 0.640, 1.174], [0.080, 1.809, 0.904], [1.262, 2.064, 1.586], [2.023, 3.198, 1.318], [1.565, 4.050, 0.344], [0.381, 3.792, -0.347], [-0.384, 2.683, -0.089], [0.159, 4.789, -1.262], [1.227, 5.699, -1.104], [2.116, 5.217, -0.122], [-3.400, 0.704, 0.451], [-4.759, 0.694, 0.228], [-6.971, -1.036, -2.636], [-7.174, -2.143, -1.247], [-8.382, -0.873, -1.562], [-4.912, -1.932, -1.904], [-2.528, -1.893, -1.513], [-0.626, 0.256, -0.848], [-0.575, -2.224, -0.575], [1.185, -0.812, -1.526], [3.437, -0.482, 0.340], [3.225, 0.443, -1.166], [3.493, -1.718, -2.465], [4.306, -3.702, -1.381], [3.189, -3.128, -0.124], [4.951, -2.174, 1.154], [5.879, -3.476, 0.406], [6.985, -1.963, -1.043], [6.357, -0.683, 0.018], [-1.786, -2.917, 1.300], [-0.196, -2.750, 2.059], [-2.615, -0.964, 2.286], [-1.507, -1.504, 3.548], [1.590, 1.370, 2.341], [2.938, 3.398, 1.849], [-1.306, 2.508, -0.618], [1.760, 5.811, -2.062], [0.831, 6.681, -0.795], [-2.979, 1.447, 1.112], [-5.404, 1.418, 0.701]], "forces_ev_per_angstrom": [[-0.1, -0.2, -0.1], [0.2, 0.2, 0.2], [0.2, 0.1, 0.1], [-0.4, 0.0, -0.1], [0.1, 0.2, 0.2], [0.0, 0.0, -0.2], [0.0, -0.3, -0.3], [0.0, -0.1, 0.1], [-0.5, -0.1, -0.6], [0.2, -0.1, 0.5], [0.2, 0.0, -0.3], [0.4, 0.0, -0.2], [-0.5, 0.0, 0.2], [0.0, 0.1, -0.2], [0.0, 0.1, -0.1], [0.4, -0.1, 0.2], [-0.1, 0.1, -0.1], [0.0, -0.1, -0.1], [0.1, -0.1, 0.2], [-0.4, -0.3, 0.3], [0.1, 0.1, 0.3], [0.1, 0.1, -0.3], [0.3, 0.4, 0.0], [-0.1, -0.2, 0.0], [0.0, 0.3, -0.3], [-0.5, -0.2, -0.2], [0.5, 0.0, 0.3], [0.1, 0.2, 0.0], [-0.3, -0.4, 0.1], [0.1, 1.1, -0.6], [0.2, -0.3, 0.3], [0.0, -0.1, -0.1], [-0.2, -0.1, -0.1], [0.0, 0.0, 0.0], [0.0, 0.0, 0.0], [0.1, -0.1, 0.0], [-0.1, -0.1, -0.1], [0.1, -0.1, 0.0], [0.0, 0.0, 0.3], [0.0, 0.0, 0.0], [-0.1, 0.0, 0.1], [0.0, 0.1, -0.1], [0.0, -0.1, 0.1], [0.0, 0.0, 0.1], [0.0, 0.0, 0.0], [-0.1, -0.1, 0.0], [0.0, 0.0, 0.0], [0.0, 0.0, 0.1], [-0.1, 0.1, 0.1], [0.0, -0.1, 0.0], [0.0, 0.0, 0.0], [-0.1, 0.0, -0.1], [0.0, 0.0, 0.1], [0.0, 0.1, -0.1], [0.0, -0.1, 0.1], [0.1, 0.0, 0.1], [-0.2, 0.0, -0.1], [-0.1, -0.1, 0.2], [0.1, -0.3, 0.0], [0.0, 0.1, 0.1], [-0.1, 0.1, 0.1]]}

no.,orbital gap (eV)
1,10.00
2,3.99
3,8.03
4,8.20